[1]
Entry from the Open Molecules 2025 dataset: a structure of composition C37H36CeIN7O4Si (ωB97M-V with the def2-TZVPD basis set).

As for the largest force on an atom: 0.92 eV/A. The energy above the lowest of the compared OMol25 structures with the same formula, charge and spin comes out at 0.000 eV. The energy comes out at -86493.1052 eV. Its charge is -1. Its HOMO-LUMO gap (spin up / spin down) is 7.2 / 7.2 eV. As for the multiplicity: 2.

Structure (XYZ):
```
87
Properties=species:S:1:pos:R:3:forces:R:3:lowdin_spin:R:1
Ce -0.4196 -0.3746 0.3107 -0.3 -0.9 0.1 1.009
C 3.3707 -1.4077 -2.4777 0.0 0.0 0.0 0.000
C 3.0988 -1.0326 -3.7888 0.0 0.0 0.0 0.000
C 1.9432 -0.3369 -4.0477 0.0 0.0 -0.1 0.000
C 1.0636 -0.0117 -3.0019 -0.2 0.1 -0.1 0.000
N 1.3013 -0.4226 -1.7519 0.1 0.1 -0.1 -0.001
C 2.4442 -1.0810 -1.5150 -0.1 0.0 0.1 0.000
N -0.0206 0.7650 -3.3828 0.2 -0.2 0.0 0.000
C -0.7017 1.5345 -2.6043 -0.1 0.2 0.2 0.000
N -0.7253 1.6910 -1.2343 0.0 0.2 0.0 -0.001
C -1.5186 2.7809 -0.9591 0.0 -0.1 -0.2 0.000
N -1.8664 3.3434 0.1463 0.0 -0.1 0.3 0.000
C -1.8497 2.7667 1.3974 0.0 0.1 -0.2 0.000
C -2.0372 3.6228 2.4966 0.0 0.1 0.0 0.000
C -2.3002 3.0915 3.7351 0.0 0.0 0.0 0.000
C -2.4054 1.7078 3.8769 0.0 0.1 0.0 0.000
C -2.1517 0.9369 2.7681 0.1 0.0 0.0 0.001
N -1.8258 1.4409 1.5672 0.0 -0.1 0.1 -0.001
C -2.0452 3.3543 -2.2290 0.0 0.1 0.2 0.000
C -2.8708 4.4340 -2.4731 0.0 0.0 0.0 0.000
C -3.2343 4.6707 -3.7948 0.0 0.0 0.0 0.000
C -2.7811 3.8410 -4.8230 0.0 0.0 0.0 0.000
C -1.9469 2.7598 -4.5571 0.0 0.1 0.0 0.000
C -1.5991 2.5409 -3.2389 0.1 -0.2 -0.1 0.000
H 4.2715 -1.9373 -2.2005 0.0 0.0 0.0 0.000
H 3.7875 -1.2701 -4.5907 0.0 0.0 0.0 0.000
H 1.6802 0.0014 -5.0399 0.0 0.0 0.0 0.000
H 2.6101 -1.3797 -0.4903 0.0 0.0 0.0 0.000
H -2.0177 4.6889 2.3170 0.0 0.0 0.0 0.000
H -2.4541 3.7458 4.5852 0.0 0.0 0.0 0.000
H -2.6558 1.2412 4.8191 0.0 0.0 0.0 0.000
H -2.1851 -0.1447 2.8259 0.0 0.0 0.0 0.000
H -3.2197 5.0566 -1.6594 0.0 0.0 0.0 0.000
H -3.8824 5.5054 -4.0335 0.0 0.0 0.0 0.000
H -3.0869 4.0461 -5.8419 0.0 0.0 0.0 0.000
H -1.5814 2.1077 -5.3397 0.0 0.0 0.0 0.000
O -0.7093 -2.4521 -1.5925 0.3 -0.2 0.1 0.000
C -1.0123 -3.7368 -1.0197 -0.1 0.1 0.0 0.000
C -0.1165 -4.8093 -1.6051 0.0 -0.1 0.0 0.000
C 1.3739 -4.4746 -1.4750 0.1 0.0 0.0 0.000
C 1.8536 -4.4261 -0.0495 -0.1 0.1 0.0 0.000
C 2.4657 -5.5344 0.5348 0.0 0.0 0.0 0.000
C 2.8852 -5.4669 1.8510 0.0 0.0 0.0 0.000
C 2.6661 -4.2970 2.5603 0.0 0.0 0.0 0.000
C 2.0312 -3.2512 1.9119 -0.1 0.1 0.0 0.000
N 1.6409 -3.2982 0.6387 0.1 0.0 0.0 0.000
H -1.4548 -2.1853 -2.1432 -0.2 0.2 0.1 0.000
H -2.0677 -3.9630 -1.1836 0.0 0.0 0.0 0.000
H -0.8639 -3.6468 0.0533 0.0 0.0 0.0 0.000
H -0.3491 -4.9624 -2.6631 0.0 0.0 0.0 0.000
H -0.3372 -5.7498 -1.0857 0.0 0.0 0.0 0.000
H 1.5488 -3.5048 -1.9407 0.0 0.0 0.0 0.000
H 1.9650 -5.2134 -2.0214 0.0 0.0 0.0 0.000
H 2.6077 -6.4343 -0.0510 0.0 0.0 0.0 0.000
H 3.3700 -6.3155 2.3178 0.0 0.0 0.0 0.000
H 2.9625 -4.1922 3.5955 0.0 0.0 0.0 0.000
H 1.7987 -2.3373 2.4501 0.0 0.0 0.0 0.000
O 3.6985 1.2337 -0.1031 0.0 0.0 -0.1 0.000
C 3.1455 0.9116 0.9218 -0.2 0.1 0.2 0.000
N 1.8068 0.5680 1.0959 0.8 0.2 0.3 -0.001
C 1.5950 0.3545 2.4219 0.1 0.1 0.0 0.000
O 0.4911 0.0750 2.8849 0.0 0.0 0.0 -0.001
C 2.8724 0.4788 3.1954 -0.2 0.0 0.1 0.000
C 3.1647 0.2971 4.5308 0.1 0.0 0.0 0.000
C 4.4920 0.4817 4.9171 0.0 0.0 -0.1 0.000
C 5.4652 0.8391 3.9844 0.0 0.0 0.0 0.000
C 5.1453 1.0231 2.6398 0.0 0.0 0.1 0.000
C 3.8308 0.8307 2.2727 0.1 0.0 -0.2 0.000
H 2.3942 0.0242 5.2414 0.0 0.0 0.0 0.000
H 4.7730 0.3482 5.9545 0.0 0.0 0.0 0.000
H 6.4881 0.9747 4.3138 0.0 0.0 0.0 0.000
H 5.8919 1.2992 1.9060 0.0 0.0 0.0 0.000
I -3.3567 -0.7067 -0.6656 -0.7 -0.1 -0.4 -0.002
C -1.2267 -4.8932 2.4456 0.0 -0.2 0.0 0.000
Si -1.3906 -3.0840 2.9254 0.1 0.3 -0.3 0.000
C -3.1769 -2.7968 3.4238 -0.2 0.0 0.0 0.000
C -0.3383 -2.8341 4.4694 0.1 0.0 0.1 0.000
O -0.9562 -2.1132 1.7133 0.1 0.2 -0.1 -0.004
H -1.4341 -5.5347 3.3091 0.0 0.0 0.0 0.000
H -0.2153 -5.1201 2.0921 0.0 0.0 0.0 0.000
H -1.9310 -5.1596 1.6513 0.0 0.0 0.0 0.000
H -3.6160 -3.7094 3.8407 0.0 0.1 0.0 0.000
H -3.7671 -2.4954 2.5533 0.0 0.0 0.0 0.000
H -3.2668 -2.0114 4.1811 0.0 0.0 0.0 0.000
H -0.9086 -3.0839 5.3703 0.0 0.0 0.0 0.000
H -0.0251 -1.7879 4.5361 0.0 0.0 0.0 0.000
H 0.5573 -3.4627 4.4574 0.0 0.0 0.0 0.000
```
Forces are in eV/Å.

---

[2]
Entry from the Open Molecules 2025 dataset: a structure of composition C37H36ClF4N3O2P2Pd (ωB97M-V with the def2-TZVPD basis set).

As for the largest force on an atom: 0.39 eV/A. The energy above the lowest of the compared OMol25 structures with the same formula, charge and spin comes out at 0.662 eV. The energy comes out at -92952.8400 eV. Its charge is +2. Its HOMO-LUMO gap (spin up / spin down) is 8.6 / 6.7 eV. As for the multiplicity: 5.

Structure (XYZ):
```
86
Properties=species:S:1:pos:R:3:forces:R:3:lowdin_spin:R:1
Pd -0.1035 0.1964 -0.3561 -0.2 -0.1 0.1 1.365
C -0.8720 -2.7653 0.1463 0.0 0.0 0.0 0.007
N -0.8748 -1.8092 -0.9709 0.0 0.0 0.0 0.167
C -0.0762 -2.3640 -2.0832 0.0 0.0 0.0 0.010
C -2.2602 -1.5402 -1.3979 0.0 0.0 0.1 0.007
C -2.3682 -0.3667 -2.3481 0.0 0.1 -0.1 0.049
N -1.6174 0.7796 -1.8496 0.0 0.2 0.0 0.500
C -1.5664 1.9231 -2.5401 -0.1 -0.1 0.0 0.043
C -0.6662 2.9440 -2.1154 0.0 0.0 0.0 0.112
F 0.1138 2.7171 -1.0491 0.0 0.0 0.0 0.049
C -0.5475 4.1402 -2.7679 0.0 0.0 0.0 -0.007
F 0.3194 5.0388 -2.3148 0.0 0.0 0.0 -0.015
C -1.3125 4.4177 -3.8928 0.0 0.0 0.0 0.174
C -2.1977 3.4541 -4.3456 0.0 0.0 0.0 -0.010
F -2.9398 3.6902 -5.4146 0.0 0.0 0.0 -0.016
C -2.3303 2.2420 -3.7044 0.0 0.0 0.0 0.125
F -3.2016 1.3664 -4.1872 0.0 0.0 0.0 0.043
H -1.2076 -3.7501 -0.1928 0.0 0.0 0.0 0.005
H -1.5591 -2.4147 0.9146 0.0 0.0 0.0 0.000
H 0.1399 -2.8466 0.5404 0.0 0.0 0.0 0.001
H -0.5660 -3.2633 -2.4674 0.0 0.0 0.0 0.005
H 0.9101 -2.6344 -1.7129 0.0 0.0 0.0 0.000
H 0.0329 -1.6348 -2.8807 0.0 0.0 0.0 0.001
H -2.8447 -1.3503 -0.5007 0.0 0.0 0.0 0.000
H -2.6796 -2.4305 -1.8794 0.0 0.0 0.0 0.004
H -3.4233 -0.1210 -2.4796 0.0 0.0 0.0 0.014
H -1.9852 -0.6231 -3.3407 0.0 0.0 0.0 0.017
H -1.2174 5.3641 -4.4082 0.0 0.0 0.0 0.008
C -0.1092 -1.8319 3.4936 0.1 0.1 -0.1 0.011
N 0.2053 -0.4753 2.9746 0.0 0.1 0.0 0.221
P 1.8360 -0.1144 2.8188 0.1 -0.1 0.0 0.453
C 2.7651 -0.8459 4.1537 -0.2 0.0 0.1 0.075
C 2.3510 -0.7631 5.4876 0.0 0.0 0.0 0.019
C 3.1574 -1.2907 6.4783 0.0 0.0 0.0 0.004
C 4.3632 -1.9001 6.1438 0.0 0.0 0.0 0.006
C 4.7680 -1.9905 4.8211 0.0 0.0 0.0 -0.001
C 3.9673 -1.4662 3.8162 0.1 0.0 0.0 0.017
C 2.1101 1.6494 2.7156 0.0 0.0 0.0 0.075
C 2.1135 2.4368 3.8719 0.0 0.0 0.0 0.016
C 2.3902 3.7863 3.7694 0.0 0.0 0.0 0.006
C 2.6719 4.3504 2.5276 0.0 0.0 0.1 0.000
C 2.6796 3.5685 1.3846 0.0 0.0 0.0 0.000
C 2.4069 2.2110 1.4766 0.0 0.0 -0.1 0.011
P -0.9249 0.4482 1.9822 0.1 -0.2 -0.2 0.079
C -1.0034 2.0577 2.7892 0.0 0.1 0.1 0.025
C -0.8032 3.2179 2.0520 0.0 0.0 0.1 0.003
C -0.9252 4.4573 2.6673 0.0 0.0 0.0 0.000
C -1.2354 4.5345 4.0151 0.0 0.0 0.0 0.000
C -1.4360 3.3736 4.7564 0.0 0.0 0.0 0.001
C -1.3283 2.1377 4.1446 0.0 0.0 0.0 0.005
C -2.5934 -0.1779 2.2994 -0.1 0.0 0.0 0.003
C -3.5017 0.2251 1.3157 0.0 0.0 0.0 0.001
C -4.8600 0.0060 1.4735 -0.1 0.0 0.0 0.000
C -5.3303 -0.6289 2.6143 0.0 0.0 0.0 0.001
C -4.4399 -1.0128 3.6068 0.0 0.0 0.0 0.000
C -3.0811 -0.7736 3.4622 0.0 0.0 0.1 0.002
H -0.3264 -1.7796 4.5591 0.0 0.0 0.0 0.005
H 0.7455 -2.4899 3.3453 0.0 0.0 0.0 0.003
H -0.9571 -2.2507 2.9647 0.0 0.0 0.0 0.000
H 1.4096 -0.2943 5.7500 0.0 0.0 0.0 0.000
H 2.8509 -1.2287 7.5137 0.0 0.0 0.0 0.001
H 4.9885 -2.3104 6.9255 0.0 0.0 0.0 0.000
H 5.7032 -2.4713 4.5696 0.0 0.0 0.0 0.000
H 4.2763 -1.5387 2.7798 0.0 0.0 0.0 0.005
H 1.8948 2.0058 4.8400 0.0 0.0 0.0 0.000
H 2.3930 4.4015 4.6592 0.0 0.0 0.0 0.001
H 2.8989 5.4063 2.4598 0.0 0.0 0.0 0.000
H 2.9083 4.0098 0.4237 0.0 0.0 0.0 0.000
H 2.4283 1.5880 0.5903 0.0 0.1 0.1 0.003
H -0.5451 3.1660 1.0047 0.0 0.0 0.0 0.002
H -0.7730 5.3598 2.0900 0.0 0.0 0.0 0.000
H -1.3287 5.5007 4.4934 0.0 0.0 0.0 0.000
H -1.6889 3.4384 5.8063 0.0 0.0 0.0 0.000
H -1.5161 1.2419 4.7254 0.0 0.0 0.0 0.000
H -3.1455 0.7387 0.4284 0.0 0.0 0.0 0.001
H -5.5525 0.3338 0.7094 0.0 0.0 0.0 0.000
H -6.3891 -0.8122 2.7371 0.0 0.0 0.0 0.000
H -4.8036 -1.4884 4.5076 0.0 0.0 0.0 0.000
H -2.4250 -1.0475 4.2764 0.0 0.0 0.0 0.000
Cl 4.4154 -2.0757 -0.4686 0.0 0.0 0.0 0.005
C 3.7092 -0.7894 -1.4559 0.0 0.1 0.0 0.003
C 2.3013 -0.4388 -1.0531 -0.1 -0.1 0.4 0.018
O 1.5652 0.1643 -1.8686 0.0 0.1 -0.1 0.097
O 1.8613 -0.7221 0.1121 0.2 0.0 -0.2 0.160
H 3.7291 -1.0839 -2.5014 0.0 0.0 0.0 0.001
H 4.3230 0.1049 -1.3457 0.0 0.0 0.0 0.000
```
Forces are in eV/Å.